Entry 1:
The following is a DFT calculation (ωB97M-V/def2-TZVPD) of a 4-piece molecular cluster, C4H16O3 overall at a distorted geometry.

XYZ file:
```
23
Properties=species:S:1:pos:R:3:lowdin_charge:R:1
C 2.346 0.159 -3.524 -0.14
C -0.583 -0.093 -1.020 -0.11
C 0.768 0.458 -1.627 -0.27
C 1.068 -0.340 -2.904 -0.31
H 3.054 0.588 -2.740 0.09
H 2.073 0.989 -4.251 0.09
H 2.943 -0.568 -4.119 0.07
H -0.491 -0.081 0.086 0.07
H -0.667 -1.173 -1.197 0.07
H -1.387 0.562 -1.276 0.05
H 1.518 0.320 -0.862 0.09
H 0.682 1.538 -1.858 0.11
H 1.097 -1.370 -2.551 0.10
H 0.179 -0.271 -3.515 0.10
H -3.383 -4.865 2.097 0.04
H -2.544 -4.550 0.736 0.02
O -3.337 -4.413 1.248 -0.06
H 2.148 -0.131 7.066 0.03
H 1.900 -0.825 5.741 0.03
O 2.513 -0.227 6.180 -0.06
H -3.217 5.424 2.289 0.03
H -3.047 4.070 3.110 0.03
O -3.633 4.798 2.891 -0.06
```

Properties
Spin multiplicity = 1
Charge = 0
HOMO energy = -11.032 eV
SMILES = CCCC.O.O.O
Frontier orbital gap = 11.7 eV

***

Entry 2:
The following is a DFT calculation (ωB97M-V/def2-TZVPD) of a 5-piece molecular cluster, C4H16O4 overall at a distorted geometry.

XYZ file:
```
24
Properties=species:S:1:pos:R:3:lowdin_charge:R:1
C 1.386 -1.068 0.903 -0.07
C 0.139 -0.783 0.103 -0.25
C -0.059 0.700 -0.007 -0.24
C -1.314 1.065 -0.864 -0.07
H 2.298 -0.623 0.433 0.09
H 1.222 -0.634 1.889 0.08
H 1.460 -2.165 0.895 0.09
H 0.294 -1.233 -0.896 0.15
H -0.267 1.130 1.005 0.14
H -2.165 0.406 -0.625 0.07
H -1.627 2.065 -0.563 0.07
H -1.176 1.080 -1.963 0.08
H -0.776 -1.214 0.523 0.11
H -0.927 -0.410 3.606 0.04
O -0.817 -0.160 2.667 -0.14
H 0.791 1.193 -0.435 0.10
H 3.140 1.615 -1.768 0.07
O 2.978 0.677 -1.442 -0.13
H 2.121 0.366 -2.087 0.00
H 0.678 0.318 -3.755 0.07
O 0.913 0.203 -2.766 -0.17
H -3.583 -1.072 1.808 0.05
H -1.958 -0.601 1.986 -0.04
O -2.752 -0.855 1.353 -0.08
```

Properties
Spin multiplicity = 1
Charge = 0
HOMO energy = -9.448 eV
Frontier orbital gap = 3.5 eV

***

Entry 3:
The following is a DFT calculation (ωB97M-V/def2-TZVPD) of one molecule with the formula C4H16P2Si2 at a distorted geometry.

XYZ file:
```
24
Properties=species:S:1:pos:R:3:lowdin_charge:R:1
C 1.666 -0.871 -1.527 -0.30
C 2.239 -0.697 1.561 -0.24
C -0.493 1.891 -1.392 -0.26
C -2.643 0.172 0.198 -0.27
Si 0.756 -0.915 0.136 0.18
Si -0.801 0.795 0.209 0.31
P -0.277 -2.860 0.231 0.56
P -0.608 2.402 2.059 0.54
H 1.141 -0.429 -2.427 0.02
H 2.464 -0.020 -1.348 0.06
H 2.138 -1.864 -1.763 0.03
H 2.750 -1.808 1.442 0.06
H 2.852 0.135 1.170 0.00
H 2.110 -0.671 2.641 -0.01
H -0.033 1.268 -2.227 0.02
H -1.447 2.298 -1.549 -0.02
H 0.227 2.728 -1.199 0.03
H -3.127 1.022 0.761 0.02
H -2.898 -0.028 -0.933 0.07
H -2.775 -0.766 0.618 -0.04
H -0.992 -2.834 -0.927 -0.18
H 0.766 -3.513 -0.418 -0.17
H -1.137 1.552 2.971 -0.24
H -1.880 3.015 1.712 -0.17
```

Properties
Spin multiplicity = 1
Charge = 0
HOMO energy = -8.981 eV
SMILES = C[Si](C)(P)[Si](C)(C)P
Frontier orbital gap = 9.8 eV